{"formula": "C29H36I2IrNO4PS4", "method": "ωB97M-V/def2-TZVPD", "energy_ev": -112008.24584, "gap_ev": [6.40, 5.55], "fmax_ha_per_bohr": 0.0102, "homo_ev": [-6.552, -7.577], "total_charge": 0, "spin_multiplicity": 6, "e_above_lowest_kcal_mol": 0.0, "lumo_energy_ev": [-0.151, -2.023], "species": ["Ir", "I", "C", "C", "C", "I", "C", "C", "C", "C", "N", "C", "C", "O", "H", "H", "H", "H", "C", "C", "S", "C", "C", "S", "H", "H", "H", "H", "H", "H", "C", "C", "C", "O", "P", "S", "S", "O", "C", "C", "C", "H", "H", "H", "H", "H", "H", "H", "H", "H", "H", "H", "H", "H", "H", "C", "C", "C", "C", "C", "C", "C", "O", "C", "C", "C", "H", "H", "H", "H", "H", "H", "H", "H", "H", "H", "H", "H"], "coordinates": [[0.17678, 0.35206, 0.04635], [5.37232, -0.78897, 0.65561], [3.87402, -0.64316, 2.07935], [4.20448, -0.78265, 3.44209], [3.26466, -0.66086, 4.42652], [3.85062, -0.85291, 6.41124], [1.91199, -0.39207, 4.07888], [0.84555, -0.25284, 4.99528], [-0.42125, -0.00952, 4.54800], [-0.64669, 0.10148, 3.16576], [0.32503, -0.01740, 2.29623], [1.59515, -0.25881, 2.71343], [2.58111, -0.37144, 1.66742], [2.23020, -0.23201, 0.42766], [5.23516, -0.97810, 3.70472], [1.04669, -0.34189, 6.05459], [-1.24769, 0.09710, 5.23601], [-1.63684, 0.29077, 2.76787], [-1.90329, -0.03578, -4.17560], [-1.53978, 0.00561, -2.71125], [0.10855, -0.07074, -2.36967], [-2.55850, 0.09886, -1.74109], [-4.00574, 0.17287, -2.15511], [-2.28805, 0.11504, -0.07363], [-1.00659, -0.08932, -4.78699], [-2.46047, 0.85770, -4.46485], [-2.52873, -0.90175, -4.40210], [-4.14741, 0.13360, -3.23040], [-4.44958, 1.09837, -1.78294], [-4.56624, -0.64779, -1.70472], [-2.93442, 5.35815, -1.87190], [-1.80541, 4.35699, -1.76369], [-1.41528, 3.74604, -3.09299], [-0.69639, 5.08944, -1.17179], [0.72662, 4.48185, -0.78087], [2.04596, 4.32774, -2.12479], [0.17787, 2.60234, 0.02851], [1.15386, 5.38147, 0.43966], [0.36333, 6.06115, 1.46305], [-0.70440, 5.18829, 2.09037], [-0.17093, 7.36351, 0.90347], [-3.82383, 4.86964, -2.27116], [-2.65937, 6.17280, -2.54339], [-3.17982, 5.77911, -0.89704], [-2.07021, 3.56599, -1.05380], [-1.02750, 4.51190, -3.76602], [-2.29816, 3.29419, -3.55066], [-0.65270, 2.97591, -2.97590], [1.12118, 6.27730, 2.21796], [-1.48422, 4.91981, 1.37912], [-1.16625, 5.75330, 2.90265], [-0.28190, 4.27443, 2.50476], [-0.94576, 7.18243, 0.16093], [0.63203, 7.93619, 0.44130], [-0.59643, 7.95926, 1.71274], [0.82627, -8.56661, -1.05963], [0.84705, -7.08038, -0.84218], [-0.33139, -6.34969, -0.79780], [-0.33723, -4.97743, -0.57898], [-1.65730, -4.25872, -0.55678], [0.89986, -4.32602, -0.41182], [0.98943, -2.87937, -0.20938], [0.03201, -2.16633, 0.07218], [2.10874, -5.04824, -0.46520], [3.44981, -4.38751, -0.28905], [2.05769, -6.41609, -0.67235], [-0.16191, -8.91112, -1.35991], [1.10193, -9.09220, -0.14354], [1.54024, -8.85863, -1.83017], [-1.27622, -6.86081, -0.94257], [-2.45305, -4.94985, -0.83439], [-1.66514, -3.41045, -1.24113], [-1.87203, -3.84990, 0.42934], [1.96772, -2.40180, -0.32866], [3.53211, -3.86033, 0.66269], [3.65661, -3.65607, -1.07078], [4.23783, -5.13845, -0.32141], [2.98363, -6.97868, -0.70764]]}